Record 1
A cluster of 8 separate species, C34H82Cl4N2O18P4 in total. Source: OMol25; level of theory: wB97M-V/def2-TZVPD.

## Properties
Frontier orbital gap = 9.6 eV
LUMO energy = 0.34 eV

The geometry in ORCA input format:
```
! RIJCOSX wB97M-V def2-TZVPD def2/J DEFGRID3
* xyz 0 1
C 9.175 -11.574 -2.637
C 8.510 -10.234 -3.161
O 7.984 -10.379 -4.492
P 6.807 -9.346 -5.015
O 7.304 -7.944 -5.184
O 5.595 -9.549 -3.918
C 5.032 -8.363 -3.332
C 3.817 -8.637 -2.582
O 6.294 -10.052 -6.352
C 7.142 -10.018 -7.559
C 6.823 -11.286 -8.406
H 8.311 -12.213 -2.450
H 9.830 -11.947 -3.424
H 9.657 -11.366 -1.682
H 7.718 -10.006 -2.448
H 9.218 -9.409 -3.085
H 5.821 -7.815 -2.818
H 4.826 -7.730 -4.195
H 3.315 -7.693 -2.368
H 2.975 -9.145 -3.053
H 4.030 -9.169 -1.655
H 6.932 -9.101 -8.109
H 8.186 -10.139 -7.270
H 7.400 -11.530 -9.298
H 6.967 -12.174 -7.791
H 5.736 -11.287 -8.492
C -9.985 3.232 -3.800
C -11.292 4.131 -3.603
O -12.374 3.334 -3.216
P -12.597 3.011 -1.609
O -11.481 3.485 -0.665
O -13.993 3.699 -1.147
C -14.035 5.046 -0.775
C -15.411 5.626 -1.241
O -12.979 1.460 -1.574
C -13.371 0.816 -0.311
C -14.520 -0.226 -0.790
H -9.533 2.685 -2.972
H -10.228 2.523 -4.592
H -9.125 3.709 -4.270
H -11.065 4.877 -2.841
H -11.379 4.749 -4.497
H -13.938 5.129 0.308
H -13.175 5.567 -1.195
H -15.320 6.492 -1.897
H -16.040 4.904 -1.762
H -16.101 5.949 -0.462
H -12.555 0.218 0.094
H -13.759 1.531 0.414
H -15.466 0.006 -1.277
H -13.950 -0.809 -1.513
H -14.822 -0.745 0.119
C 5.070 0.242 11.924
C 5.659 0.788 10.601
O 5.146 -0.006 9.530
P 3.609 0.211 8.979
O 2.387 0.488 9.809
O 3.852 1.435 7.994
C 3.313 2.745 8.157
C 2.895 3.114 6.688
O 3.416 -1.024 7.900
C 2.117 -1.406 7.339
C 2.385 -2.484 6.179
H 4.028 -0.068 11.845
H 5.646 -0.657 12.143
H 5.041 0.943 12.758
H 5.517 1.867 10.536
H 6.747 0.724 10.586
H 2.426 2.814 8.786
H 4.123 3.404 8.469
H 2.010 3.748 6.741
H 3.684 3.657 6.167
H 2.628 2.200 6.158
H 1.505 -1.885 8.103
H 1.629 -0.463 7.092
H 3.316 -3.044 6.263
H 1.460 -3.055 6.090
H 2.559 -2.036 5.201
C 6.798 0.434 -0.730
C 5.801 0.506 -1.812
O 6.444 0.933 -2.987
P 6.157 2.351 -3.630
O 4.760 2.708 -3.990
O 6.977 3.271 -2.515
C 8.417 3.311 -2.430
C 8.907 4.251 -1.360
O 7.241 2.472 -4.835
C 7.033 1.571 -5.900
C 7.907 2.091 -7.032
H 7.577 -0.316 -0.864
H 7.252 1.421 -0.649
H 6.267 0.156 0.181
H 5.107 -0.335 -1.846
H 4.994 1.211 -1.612
H 8.852 2.353 -2.142
H 8.796 3.613 -3.406
H 9.976 4.454 -1.422
H 8.263 5.131 -1.379
H 8.780 3.711 -0.421
H 7.585 0.680 -5.603
H 6.004 1.324 -6.161
H 7.347 2.932 -7.440
H 8.846 2.446 -6.607
H 7.979 1.313 -7.792
C -2.030 2.119 -2.014
N -2.290 1.213 -0.892
C -2.618 1.797 0.470
C -2.094 -0.091 -1.032
O -2.086 -0.884 -0.133
H -1.986 1.716 -3.025
H -1.235 2.831 -1.794
H -2.959 2.672 -2.153
H -1.823 2.414 0.890
H -3.536 2.378 0.384
H -3.008 1.083 1.196
H -1.987 -0.382 -2.089
C 2.121 8.242 -0.674
N 1.877 9.131 -1.891
C 2.933 9.932 -2.429
C 0.721 9.243 -2.638
O 0.571 10.035 -3.652
H 1.187 7.753 -0.395
H 2.492 8.789 0.192
H 2.969 7.575 -0.829
H 2.656 10.871 -2.908
H 3.556 10.186 -1.571
H 3.391 9.331 -3.215
H 0.022 8.485 -2.251
Cl -4.598 -8.598 0.732
C -5.404 -7.054 0.509
C -6.335 -6.699 1.610
Cl -7.381 -5.288 1.165
H -5.988 -7.227 -0.395
H -4.623 -6.294 0.467
H -5.724 -6.442 2.474
H -6.873 -7.602 1.898
Cl -10.168 3.523 6.300
C -8.629 4.313 6.297
C -8.640 5.799 6.680
Cl -6.950 6.335 7.024
H -8.154 4.276 5.316
H -8.068 3.826 7.094
H -9.273 5.813 7.567
H -9.180 6.344 5.906
*
```

Mulliken atomic charge list, values in e, 5 entries:
1. C -1.1915
2. C -0.1858
3. O -0.2631
4. P 0.8257
5. O -0.6758



Record 2
A cluster of 2 separate species, C9H15N2O2 in total. Source: OMol25; level of theory: wB97M-V/def2-TZVPD.

## Properties
Frontier orbital gap = 8.0 eV
LUMO energy = -5.23 eV
Energy above the lowest of the compared OMol25 structures with the same formula, charge and spin = 47.1 kcal/mol

The geometry in ORCA input format:
```
! RIJCOSX wB97M-V def2-TZVPD def2/J DEFGRID3
* xyz 1 1
O -2.186 -1.642 0.794
C -2.263 -1.273 -0.338
C -1.569 -2.144 -1.425
C -0.454 -1.395 -2.196
C 0.375 -0.479 -1.470
C 1.381 0.095 -2.314
C 1.398 -0.317 -3.690
N 0.588 -1.136 -4.331
N -0.303 -1.621 -3.491
H -2.866 -0.354 -0.535
H -2.330 -2.566 -2.127
H -1.088 -3.017 -0.929
H 0.266 -0.263 -0.394
H 2.121 0.821 -1.949
H 2.203 0.110 -4.319
H -0.969 -2.270 -3.924
C 0.668 0.198 3.043
C 0.784 1.492 2.251
C 0.492 2.702 3.122
O -0.134 1.463 1.149
H -0.345 0.072 3.435
H 0.871 -0.665 2.403
H 1.369 0.183 3.879
H 1.789 1.576 1.831
H -0.527 2.659 3.517
H 0.569 3.621 2.539
H 1.188 2.761 3.960
H -1.026 1.389 1.510
*
```

natural (NBO) atomic charge list, values in e, 5 entries:
1. O -0.4570
2. C 0.4082
3. C -0.5551
4. C 0.2763
5. C -0.1813



Record 3
A structure of composition CBr3FO. Source: OMol25; level of theory: wB97M-V/def2-TZVPD.

## Properties
Frontier orbital gap (alpha / beta) = 8.5 / 7.4 eV
LUMO energy (alpha / beta) = -1.39 / -1.51 eV
Energy above the lowest of the compared OMol25 structures with the same formula, charge and spin = 75.2 kcal/mol

The geometry in ORCA input format:
```
! RIJCOSX wB97M-V def2-TZVPD def2/J DEFGRID3
* xyz 0 1
C 0.509 1.626 -0.004
O -0.760 -1.522 0.603
F -0.704 -2.328 -0.507
Br 1.042 2.128 1.737
Br -0.850 0.473 -0.074
Br 1.863 1.711 -1.285
*
```

natural (NBO) atomic charge list, values in e, 5 entries:
1. C -0.5439
2. O -0.2696
3. F -0.1634
4. Br 0.1527
5. Br 0.6388



Record 4
A cluster of 2 separate species, C14H19F3NO2 in total. Source: OMol25; level of theory: wB97M-V/def2-TZVPD.

## Properties
Frontier orbital gap = 7.7 eV
LUMO energy = -4.89 eV

The geometry in ORCA input format:
```
! RIJCOSX wB97M-V def2-TZVPD def2/J DEFGRID3
* xyz 1 1
C 5.371 -1.611 -2.109
O 4.674 -0.343 -2.131
C 3.319 -0.327 -2.092
C 2.698 0.950 -1.977
C 1.365 1.030 -1.659
C 0.604 -0.149 -1.453
C -0.775 -0.014 -1.138
O -1.584 -1.025 -1.283
C -2.860 -0.906 -1.941
C 1.200 -1.418 -1.692
C 2.538 -1.508 -2.018
H 6.420 -1.325 -2.109
H 5.135 -2.182 -1.207
H 5.146 -2.206 -2.999
H 3.331 1.829 -2.094
H 0.852 1.991 -1.594
H -1.204 0.959 -0.872
H -3.142 -1.947 -2.119
H -3.581 -0.415 -1.274
H -2.799 -0.351 -2.888
H 0.604 -2.330 -1.657
H 3.011 -2.484 -2.158
C -1.346 -0.642 3.253
C -0.211 0.117 2.542
N -0.938 0.899 1.532
C -2.052 1.445 2.283
C -2.998 2.273 1.450
F -4.063 2.686 2.192
F -2.349 3.388 1.000
F -3.486 1.618 0.361
C -2.608 0.193 2.983
H -1.452 -1.627 2.790
H -1.174 -0.744 4.329
H 0.255 0.799 3.279
H 0.570 -0.514 2.104
H -0.345 1.620 1.138
H -1.704 2.133 3.078
H -3.252 -0.336 2.270
H -3.170 0.471 3.880
*
```

natural (NBO) atomic charge list, values in e, 5 entries:
1. C -0.2657
2. O -0.4499
3. C 0.4333
4. C -0.2761
5. C -0.1085



Record 5
A cluster of 3 separate species, C3H12O2S in total. Source: OMol25; level of theory: wB97M-V/def2-TZVPD.

## Properties
Frontier orbital gap = 9.9 eV
LUMO energy = 0.63 eV
Energy above the lowest of the compared OMol25 structures with the same formula, charge and spin = 10.4 kcal/mol

The geometry in ORCA input format:
```
! RIJCOSX wB97M-V def2-TZVPD def2/J DEFGRID3
* xyz 0 1
C 0.173 1.557 2.246
C 1.271 0.615 1.704
C 0.746 -0.116 0.484
S 1.968 -0.999 -0.531
H 0.412 1.948 3.227
H 0.149 2.458 1.635
H -0.810 1.101 2.216
H 1.511 -0.119 2.478
H 2.157 1.215 1.488
H 0.084 -0.911 0.817
H 0.098 0.504 -0.147
H 2.924 -0.067 -0.424
O -0.925 -2.432 -3.602
H -1.746 -2.909 -3.416
H -0.594 -2.232 -2.720
O -2.605 -0.217 -1.689
H -1.682 0.066 -1.767
H -3.129 0.538 -2.001
*
```

natural (NBO) atomic charge list, values in e, 5 entries:
1. C -0.6051
2. C -0.4067
3. C -0.5107
4. S -0.0430
5. H 0.2142



Record 6
A structure of composition C5H10O2. Source: OMol25; level of theory: wB97M-V/def2-TZVPD.

## Properties
Frontier orbital gap = 8.9 eV
LUMO energy = 0.35 eV
Energy above the lowest of the compared OMol25 structures with the same formula, charge and spin = 101.6 kcal/mol

The geometry in ORCA input format:
```
! RIJCOSX wB97M-V def2-TZVPD def2/J DEFGRID3
* xyz 0 1
C -1.253 -0.176 1.382
C -0.044 0.642 0.913
O 0.924 0.962 1.667
C 0.712 -0.023 -0.597
C 0.440 -1.403 -1.139
C -0.099 1.077 -0.970
O 2.035 0.206 -0.375
H -2.171 0.093 0.850
H -1.390 0.086 2.436
H -1.097 -1.256 1.317
H 0.733 -2.194 -0.443
H 1.090 -1.491 -2.019
H -0.593 -1.553 -1.465
H 0.359 2.022 -1.253
H -0.585 1.610 0.427
H -1.113 0.883 -1.317
H 2.052 0.514 0.586
*
```

natural (NBO) atomic charge list, values in e, 5 entries:
1. C -0.6464
2. C 0.2710
3. O -0.7295
4. C 0.2117
5. C -0.6348



Record 7
A cluster of 3 separate species, C8H18O10S in total. Source: OMol25; level of theory: wB97M-V/def2-TZVPD.

## Properties
Frontier orbital gap = 11.0 eV
LUMO energy = 0.33 eV

The geometry in ORCA input format:
```
! RIJCOSX wB97M-V def2-TZVPD def2/J DEFGRID3
* xyz 0 1
O 3.337 -4.825 -0.939
S 4.424 -3.938 -1.418
O 4.458 -2.664 -0.331
O 5.926 -4.688 -1.189
O 5.836 -6.086 -1.267
H 4.589 -3.091 0.534
H 5.296 -6.408 -0.525
C 1.902 3.504 -1.122
C 1.340 3.055 -2.456
O 1.776 1.732 -2.794
C 1.176 0.744 -2.128
O 0.316 0.869 -1.298
O 1.713 -0.408 -2.528
C 1.228 -1.547 -1.814
H 2.991 3.418 -1.117
H 1.628 4.540 -0.918
H 1.529 2.886 -0.305
H 1.712 3.709 -3.244
H 0.250 3.112 -2.475
H 0.141 -1.601 -1.848
H 1.578 -1.516 -0.782
H 1.635 -2.435 -2.293
C -5.391 -0.335 3.234
C -5.474 0.895 2.350
O -4.277 1.677 2.420
C -3.230 1.180 1.754
O -3.217 0.166 1.112
O -2.196 2.000 1.944
C -0.974 1.533 1.364
H -5.145 -0.052 4.259
H -6.339 -0.874 3.231
H -4.611 -1.015 2.893
H -6.279 1.540 2.702
H -5.697 0.633 1.314
H -1.095 1.316 0.309
H -0.623 0.650 1.899
H -0.234 2.324 1.473
*
```

natural (NBO) atomic charge list, values in e, 5 entries:
1. O -0.9154
2. S 1.6734
3. O -0.8551
4. O -0.4518
5. O -0.4083



Record 8
A cluster of 8 separate species, C57H83F12N10O10S4 in total. Source: OMol25; level of theory: wB97M-V/def2-TZVPD.

## Properties
Frontier orbital gap = 2.9 eV
LUMO energy = -11.91 eV

The geometry in ORCA input format:
```
! RIJCOSX wB97M-V def2-TZVPD def2/J DEFGRID3
* xyz 5 1
C -0.918 0.741 -0.606
C 0.270 -0.202 -1.172
C 0.219 0.092 -2.642
O 1.534 -0.038 -0.605
H -1.791 0.376 -1.148
H -0.799 1.788 -0.885
H -1.156 0.576 0.444
H -0.010 -1.254 -1.106
H 0.857 -0.701 -3.034
H 0.577 1.116 -2.748
H -0.769 0.074 -3.102
C -1.584 -3.451 -1.907
C -1.938 -3.563 -0.450
C -3.431 -3.349 -0.104
N -3.771 -3.272 1.399
C -3.192 -1.990 2.109
C -3.920 -1.634 3.405
C -5.430 -1.816 3.347
C -5.860 -3.182 2.878
C -5.339 -3.340 1.467
C -3.060 -4.463 2.073
H -0.583 -3.771 -2.196
H -1.684 -2.450 -2.327
H -2.241 -4.068 -2.521
H -1.309 -2.882 0.124
H -1.785 -4.601 -0.157
H -4.030 -4.180 -0.477
H -3.761 -2.378 -0.474
H -3.113 -1.155 1.412
H -2.127 -2.137 2.288
H -3.596 -0.627 3.670
H -3.467 -2.211 4.210
H -5.878 -1.032 2.735
H -5.715 -1.593 4.375
H -6.942 -3.264 2.983
H -5.511 -3.963 3.554
H -5.714 -2.614 0.745
H -5.688 -4.291 1.064
H -3.424 -5.423 1.706
H -3.361 -4.409 3.119
H -1.974 -4.416 2.151
C 7.151 3.446 7.560
N 6.379 3.288 6.306
C 5.027 3.570 6.274
C 4.300 3.482 5.071
C 4.975 2.954 3.874
C 6.274 2.549 4.053
C 7.001 2.760 5.220
C 4.290 2.914 2.560
C 2.937 2.611 2.365
C 2.347 2.615 1.058
N 3.115 2.966 -0.018
C 4.346 3.393 0.174
C 4.989 3.314 1.429
C 2.541 2.880 -1.289
H 6.695 2.775 8.288
H 6.809 4.441 7.845
H 8.236 3.412 7.465
H 4.515 3.870 7.177
H 3.281 3.835 5.004
H 6.758 2.013 3.250
H 7.993 2.363 5.373
H 2.378 2.235 3.210
H 1.358 2.245 0.834
H 4.809 3.792 -0.716
H 5.993 3.685 1.570
H 1.461 2.947 -1.156
H 2.805 1.970 -1.828
H 2.856 3.796 -1.787
C 5.363 0.156 -1.137
N 5.121 0.252 -2.605
C 3.969 -0.349 -3.076
C 3.801 -0.555 -4.461
C 4.702 0.009 -5.359
C 5.799 0.682 -4.743
C 6.063 0.729 -3.358
C 4.577 -0.103 -6.808
C 5.761 -0.206 -7.558
C 5.754 -0.180 -8.930
N 4.560 -0.123 -9.576
C 3.425 -0.024 -8.869
C 3.361 -0.065 -7.502
C 4.496 0.005 -11.039
H 5.980 -0.739 -1.055
H 4.372 0.150 -0.682
H 5.873 1.043 -0.763
H 3.307 -0.712 -2.304
H 2.926 -1.015 -4.895
H 6.368 1.286 -5.434
H 6.917 1.151 -2.849
H 6.737 -0.309 -7.108
H 6.708 -0.367 -9.399
H 2.506 0.134 -9.413
H 2.428 0.006 -6.961
H 3.480 0.306 -11.293
H 4.895 -0.958 -11.356
H 5.210 0.781 -11.316
C -0.854 -10.210 0.693
N -0.225 -8.937 0.888
C -0.212 -8.106 -0.225
C 0.184 -6.756 -0.072
C 0.524 -6.187 1.212
C 0.474 -7.103 2.294
C 0.217 -8.469 2.085
C 0.940 -4.777 1.460
C 0.899 -4.220 2.733
C 1.374 -2.935 2.990
N 1.949 -2.250 1.998
C 2.057 -2.769 0.712
C 1.496 -4.040 0.428
C 2.588 -0.916 2.366
H -0.815 -10.810 1.602
H -0.217 -10.722 -0.029
H -1.882 -10.124 0.340
H -0.499 -8.563 -1.161
H 0.286 -6.141 -0.954
H 0.827 -6.865 3.287
H 0.167 -9.243 2.836
H 0.536 -4.788 3.577
H 1.169 -2.474 3.944
H 2.623 -2.172 0.012
H 1.691 -4.507 -0.526
H 3.325 -0.538 1.657
H 3.118 -1.095 3.302
H 1.879 -0.088 2.396
C -5.300 2.162 2.707
N -5.224 2.981 1.348
C -6.694 3.428 1.003
C -4.307 4.207 1.712
C -4.538 2.104 0.293
C -4.695 2.672 -1.132
O -4.091 3.990 -1.363
H -5.790 1.207 2.518
H -5.825 2.702 3.495
H -4.250 2.069 2.984
H -7.097 3.792 1.948
H -7.327 2.609 0.661
H -6.596 4.198 0.237
H -4.654 4.637 2.652
H -4.365 5.012 0.980
H -3.300 3.827 1.884
H -5.009 1.126 0.385
H -3.488 1.888 0.489
H -5.730 2.610 -1.468
H -4.233 1.939 -1.793
H -4.261 4.264 -2.267
C -2.750 2.507 -4.396
F -1.886 2.427 -3.372
F -2.126 2.165 -5.492
F -3.904 1.764 -4.240
S -3.240 4.338 -4.636
O -2.192 5.022 -3.905
O -3.266 4.552 -6.094
N -4.671 4.504 -3.757
S -5.785 4.896 -4.741
O -5.614 6.147 -5.484
O -6.357 3.761 -5.442
C -7.173 5.392 -3.456
F -8.336 5.579 -4.094
F -7.188 4.414 -2.531
F -6.764 6.483 -2.791
C -0.426 4.362 2.872
F 0.124 4.119 1.668
F 0.530 4.897 3.577
F -1.414 5.214 2.742
S -1.126 2.750 3.680
O -1.926 3.234 4.799
O -1.949 2.006 2.685
N 0.375 1.928 4.043
S -0.039 0.630 4.744
O -1.243 0.661 5.584
O -0.064 -0.468 3.775
C 1.447 0.314 5.872
F 1.288 0.940 7.091
F 1.540 -1.018 6.045
F 2.626 0.719 5.222
*
```

Mulliken atomic charge list, values in e, 5 entries:
1. C -1.2973
2. C 1.6394
3. C -1.6345
4. O -0.4930
5. H 0.8114



Number 1: molecular weight 1072.73 g mol⁻¹. Number 2: molecular weight 183.23 g mol⁻¹. Number 3: molecular weight 286.72 g mol⁻¹. Number 4: molecular weight 290.30 g mol⁻¹. Number 5: molecular weight 112.19 g mol⁻¹. Number 6: molecular weight 102.13 g mol⁻¹. Number 7: molecular weight 306.29 g mol⁻¹. Number 8: molecular weight 1424.59 g mol⁻¹.